C5H8O2 as an isolated structure, computed with ωB97M-V/def2-TZVPD.

total charge: 0
energy above the lowest of the compared OMol25 structures with the same formula, charge and spin: 3.7797 eV
2S+1: 1
HOMO-LUMO gap: 9.49 eV

Each line ends with the Mulliken charge.
Geometry (Å):
O (2.44039, 0.56048, 0.63831)  -0.514
C (1.62631, -0.39600, -0.05097)  -0.585
C (0.13306, -0.25951, 0.29433)  -0.033
C (-0.62717, 0.70586, -0.54196)  -0.559
C (-2.05950, 0.43393, -0.26326)  -0.757
C (-1.42740, -1.38410, -0.05291)  0.338
O (-1.70733, -2.45012, -0.47898)  -0.393
H (3.36771, 0.31322, 0.48870)  0.310
H (1.91793, -1.40986, 0.22511)  0.327
H (1.76301, -0.26936, -1.13764)  0.288
H (0.01764, -0.01644, 1.36066)  0.315
H (-0.12051, 1.57360, -0.10663)  0.336
H (-0.40412, 0.61771, -1.61460)  0.336
H (-2.77393, 0.83424, -1.01416)  0.309
H (-2.40100, 0.69355, 0.74179)  0.282

One molecule with the formula C17H26FNO2, computed with ωB97M-V/def2-TZVPD.

total charge: 0
energy above the lowest of the compared OMol25 structures with the same formula, charge and spin: 0.2476 eV
2S+1: 1
SMILES: CN(C[C@@H](O)COCc1ccccc1F)C1CCCCC1
HOMO-LUMO gap: 8.91 eV

Each line ends with the Mulliken charge.
Geometry (Å):
C (1.45563, -2.25454, -2.50920)  -1.065
N (1.99782, -1.65058, -1.30953)  0.217
C (1.12133, -0.62007, -0.78782)  -0.764
C (1.21353, 0.65122, -1.66233)  0.026
O (0.27064, 0.65314, -2.70503)  -0.624
C (1.07734, 1.96341, -0.85917)  -0.949
O (-0.25841, 2.26368, -0.52268)  -0.415
C (-0.73804, 1.71331, 0.68838)  -0.010
C (-2.14004, 2.22107, 0.88616)  0.192
C (-2.47848, 3.11272, 1.89294)  -0.522
C (-3.77643, 3.57751, 2.02238)  -0.670
C (-4.75710, 3.16446, 1.13704)  -0.360
C (-4.44412, 2.27860, 0.12044)  -0.634
C (-3.14492, 1.82264, 0.01237)  0.446
F (-2.84350, 0.94756, -0.97098)  -0.277
C (2.47994, -2.62298, -0.33702)  -0.270
C (1.40058, -3.30372, 0.51992)  -0.410
C (2.03189, -4.38073, 1.39709)  -0.806
C (3.11010, -3.77980, 2.29403)  -0.619
C (4.17409, -3.07762, 1.45506)  -0.761
C (3.53912, -2.00119, 0.57925)  -0.776
H (2.21690, -2.88263, -2.97003)  0.360
H (1.18474, -1.46371, -3.20417)  0.339
H (0.56033, -2.86570, -2.31853)  0.325
H (0.06980, -0.95544, -0.75570)  0.109
H (1.44764, -0.37548, 0.22319)  0.617
H (2.20063, 0.64425, -2.13804)  0.470
H (-0.57091, 0.95889, -2.33545)  0.423
H (1.71794, 1.94419, 0.03144)  0.401
H (1.38886, 2.79055, -1.50391)  0.363
H (-0.09559, 2.02228, 1.52615)  0.464
H (-0.75118, 0.61494, 0.64554)  0.075
H (-1.71527, 3.44256, 2.58186)  0.345
H (-4.02102, 4.26841, 2.81460)  0.393
H (-5.76734, 3.53110, 1.23479)  0.372
H (-5.18730, 1.94026, -0.58413)  0.436
H (2.97950, -3.40137, -0.92633)  0.421
H (0.91077, -2.56243, 1.15545)  0.165
H (0.64090, -3.75015, -0.12535)  0.376
H (1.26319, -4.85857, 2.00902)  0.365
H (2.47768, -5.14931, 0.76118)  0.345
H (3.57010, -4.56437, 2.89867)  0.326
H (2.65251, -3.05843, 2.97558)  0.320
H (4.92553, -2.62821, 2.10797)  0.351
H (4.67778, -3.81097, 0.82138)  0.362
H (3.08680, -1.24426, 1.22282)  0.167
H (4.29510, -1.51013, -0.03491)  0.364

One molecule with the formula CH4O2S2, computed with ωB97M-V/def2-TZVPD.

total charge: 0
energy above the lowest of the compared OMol25 structures with the same formula, charge and spin: 1.4739 eV
2S+1: 1
SMILES: CS[SH](=O)=O
HOMO-LUMO gap: 10.61 eV

Each line ends with the Mulliken charge.
Geometry (Å):
C (0.02213, -0.70698, -1.12959)  -0.799
S (1.39457, -0.23921, -0.04608)  -0.023
S (0.10663, 0.82152, 1.16454)  0.755
O (0.75238, 1.48166, 2.33409)  -0.541
O (-0.72414, 1.58897, 0.26681)  -0.487
H (0.27629, -1.53847, -1.88639)  0.295
H (-0.44015, 0.02489, -1.79763)  0.326
H (-0.78254, -1.09312, -0.53696)  0.288
H (-0.60518, -0.33924, 1.63122)  0.185